{"formula": "C23H16Br2F6N9O6ReS3", "method": "wB97M-V/def2-TZVPD", "multiplicity": 4, "s_squared": 3.8106, "relative_energy_kcal_mol": 104.7, "total_charge": 1, "largest_force_ev_per_a": 0.680, "homo_ev": [-10.766, -11.275], "gap_ha": [0.255, 0.241], "symbols": ["Re", "C", "C", "N", "N", "C", "N", "S", "C", "C", "C", "C", "C", "N", "H", "H", "H", "H", "H", "H", "H", "H", "H", "H", "Br", "C", "C", "C", "Br", "C", "C", "C", "C", "N", "C", "C", "O", "H", "H", "H", "H", "N", "C", "O", "C", "C", "N", "C", "N", "H", "H", "F", "C", "F", "F", "S", "O", "O", "N", "S", "O", "O", "C", "F", "F", "F"], "coordinates": [[1.18, -0.60, 0.03], [0.68, -1.36, 4.26], [0.75, -1.44, 2.77], [1.39, -0.57, 2.06], [2.21, 0.36, 2.62], [3.23, 0.86, 1.71], [4.43, 1.02, 2.45], [3.49, -0.27, 0.29], [0.31, -2.59, 1.97], [-0.28, -3.72, 2.52], [-0.42, -4.86, 1.74], [0.04, -4.84, 0.43], [0.57, -3.66, -0.08], [0.67, -2.55, 0.66], [0.40, -0.35, 4.55], [-0.04, -2.05, 4.68], [1.66, -1.59, 4.70], [2.60, 0.09, 3.52], [4.42, 1.89, 2.96], [5.23, 1.00, 1.84], [-0.59, -3.73, 3.55], [-0.87, -5.75, 2.15], [-0.02, -5.71, -0.20], [0.90, -3.59, -1.10], [0.83, 5.88, 1.20], [-0.16, 4.38, 0.72], [-1.50, 4.46, 0.41], [-2.44, 3.45, 0.13], [-4.15, 4.10, -0.30], [-2.33, 1.98, 0.15], [-3.42, 1.14, 0.39], [-3.24, -0.23, 0.43], [-1.98, -0.77, 0.28], [-0.91, 0.01, 0.05], [-1.12, 1.33, -0.09], [0.05, 2.17, -0.43], [1.31, 1.48, -0.42], [-1.91, 5.46, 0.38], [-4.41, 1.56, 0.55], [-4.08, -0.89, 0.59], [-1.80, -1.83, 0.32], [2.47, 3.48, -0.63], [1.95, 2.61, 0.34], [2.83, 2.23, 1.30], [0.49, 3.04, 0.77], [-0.13, 2.88, -1.70], [-0.31, 3.42, -2.69], [0.10, 2.40, 2.03], [-0.21, 1.92, 3.03], [3.06, 2.98, -1.28], [2.97, 4.25, -0.21], [2.11, -2.98, -3.06], [1.34, -2.32, -3.94], [2.11, -1.57, -4.70], [0.69, -3.21, -4.68], [0.13, -1.32, -2.98], [1.01, -0.46, -2.12], [-0.64, -2.25, -2.19], [-0.56, -0.57, -4.11], [-1.98, 0.16, -3.88], [-2.21, 1.01, -4.99], [-2.13, 0.62, -2.53], [-3.21, -1.25, -4.04], [-2.68, -2.28, -4.68], [-4.28, -0.82, -4.70], [-3.60, -1.65, -2.82]]}

{"formula": "C23H16BrN3O4ReSbSe4", "method": "wB97M-V/def2-TZVPD", "multiplicity": 4, "s_squared": 3.7841, "relative_energy_kcal_mol": 0.0, "total_charge": -1, "largest_force_ev_per_a": 1.170, "homo_ev": [-4.850, -4.930], "gap_ha": [0.244, 0.227], "symbols": ["Re", "Se", "Sb", "Se", "Se", "Se", "C", "O", "C", "C", "C", "C", "C", "C", "N", "N", "C", "C", "C", "C", "O", "C", "N", "C", "C", "C", "C", "H", "H", "H", "H", "H", "H", "H", "H", "H", "H", "H", "H", "Br", "C", "C", "C", "C", "C", "C", "C", "O", "O", "H", "H", "H", "H"], "coordinates": [[1.29, -1.02, 0.97], [-2.71, -0.62, 3.69], [-0.88, -2.14, 3.46], [1.35, -0.85, 3.40], [-0.51, -2.61, 0.95], [-0.68, -4.12, 4.76], [-5.24, -1.75, 0.96], [-5.65, -0.39, 0.80], [-5.03, 0.34, -0.14], [-4.11, -0.18, -1.06], [-3.50, 0.66, -1.98], [-3.80, 2.01, -1.99], [-4.77, 2.50, -1.13], [-5.38, 1.69, -0.20], [-3.23, 3.01, -2.88], [-2.03, 3.07, -3.16], [-1.07, 2.17, -2.54], [-0.23, 1.51, -3.39], [0.64, 0.50, -2.93], [0.66, 0.16, -1.60], [1.38, -0.82, -1.09], [-0.13, 0.93, -0.70], [-0.02, 0.60, 0.62], [-0.70, 1.27, 1.53], [-1.54, 2.35, 1.17], [-1.67, 2.69, -0.14], [-0.97, 1.96, -1.14], [-5.81, -2.13, 1.80], [-4.18, -1.80, 1.20], [-5.47, -2.33, 0.07], [-3.84, -1.23, -1.04], [-2.78, 0.24, -2.67], [-5.03, 3.55, -1.19], [-6.11, 2.06, 0.50], [-0.29, 1.73, -4.44], [1.27, -0.05, -3.63], [-0.59, 0.96, 2.56], [-2.07, 2.87, 1.95], [-2.30, 3.52, -0.44], [4.97, -1.76, -2.10], [5.95, -1.62, -0.49], [7.33, -1.79, -0.53], [8.06, -1.68, 0.64], [7.42, -1.39, 1.84], [6.05, -1.22, 1.86], [5.30, -1.34, 0.70], [3.83, -1.16, 0.78], [3.31, -0.02, 0.87], [3.06, -2.17, 0.84], [7.81, -2.01, -1.47], [9.13, -1.82, 0.62], [7.99, -1.31, 2.76], [5.53, -1.00, 2.79]]}

{"formula": "C23H16Cl5N5O8W", "method": "wB97M-V/def2-TZVPD", "multiplicity": 3, "s_squared": 2.0684, "relative_energy_kcal_mol": 442.7, "largest_force_ev_per_a": 8.876, "homo_ev": [-6.550, -6.499], "gap_ha": [0.197, 0.189], "symbols": ["W", "N", "C", "C", "O", "N", "C", "C", "O", "O", "H", "H", "H", "H", "H", "H", "O", "C", "O", "C", "C", "C", "C", "C", "N", "C", "O", "O", "H", "H", "H", "H", "Cl", "C", "C", "C", "Cl", "C", "Cl", "C", "Cl", "C", "Cl", "N", "C", "O", "C", "C", "C", "C", "N", "C", "H", "H", "H", "H", "H", "H"], "coordinates": [[-0.21, -0.15, -0.03], [2.28, 1.53, 0.87], [3.39, 0.74, 0.34], [3.13, -0.76, 0.44], [3.97, -1.51, 0.87], [1.89, -1.19, -0.03], [1.54, -2.40, 0.44], [-0.93, -2.33, 0.76], [0.06, -4.71, 0.39], [-1.88, -1.90, 1.33], [2.43, 2.51, 0.64], [2.29, 1.47, 1.89], [4.34, 0.91, 0.85], [3.52, 0.98, -0.71], [2.30, -2.88, 1.06], [1.21, -3.83, -0.92], [-3.62, 2.12, -1.00], [-2.63, 1.51, -0.28], [-2.08, 0.44, -0.72], [-2.17, 1.99, 0.93], [-2.77, 2.93, 1.80], [-2.29, 3.06, 3.07], [-1.24, 2.21, 3.51], [-0.67, 1.35, 2.63], [-1.05, 1.27, 1.32], [0.32, 0.30, 2.96], [0.89, 0.21, 4.03], [0.47, -0.51, 1.94], [-3.79, 1.55, -1.76], [-3.62, 3.50, 1.45], [-2.75, 3.76, 3.75], [-0.89, 2.19, 4.53], [0.23, -3.26, -0.08], [-0.14, -2.76, -1.64], [-0.71, -1.53, -1.97], [-1.03, -1.29, -3.30], [-1.75, 0.25, -3.75], [-0.81, -2.21, -4.31], [-1.35, -1.94, -5.92], [-0.05, -3.35, -4.02], [0.45, -4.42, -5.27], [0.38, -3.51, -2.73], [1.70, -4.78, -2.45], [-1.52, 4.89, -2.01], [-0.27, 4.76, -2.52], [0.41, 5.70, -2.88], [0.25, 3.35, -2.58], [0.94, 2.91, -3.70], [1.45, 1.62, -3.70], [1.23, 0.81, -2.60], [0.52, 1.23, -1.55], [0.08, 2.49, -1.51], [-1.93, 5.81, -1.98], [-2.11, 4.09, -1.83], [1.08, 3.57, -4.54], [2.00, 1.23, -4.54], [1.59, -0.20, -2.55], [-0.42, 2.81, -0.60]]}

{"formula": "C23H16F2NPPdSe2", "method": "wB97M-V/def2-TZVPD", "multiplicity": 5, "s_squared": 6.0170, "relative_energy_kcal_mol": 0.0, "total_charge": 2, "largest_force_ev_per_a": 0.347, "homo_ev": [-14.601, -14.558], "gap_ha": [0.287, 0.167], "symbols": ["Pd", "F", "C", "C", "C", "C", "C", "F", "C", "C", "C", "C", "C", "C", "N", "H", "H", "H", "H", "H", "H", "Se", "P", "Se", "C", "C", "C", "C", "C", "C", "C", "C", "C", "C", "C", "C", "H", "H", "H", "H", "H", "H", "H", "H", "H", "H"], "coordinates": [[-0.28, -0.44, -1.28], [1.00, -3.27, -5.83], [0.31, -2.30, -5.25], [0.50, -2.06, -3.89], [-0.24, -1.05, -3.35], [-1.15, -0.22, -4.02], [-1.27, -0.53, -5.38], [-2.09, 0.18, -6.15], [-0.56, -1.54, -6.00], [-1.88, 0.87, -3.32], [-2.79, 1.73, -3.93], [-3.41, 2.72, -3.17], [-3.13, 2.84, -1.82], [-2.22, 1.97, -1.27], [-1.62, 1.02, -2.00], [1.19, -2.68, -3.33], [-0.70, -1.73, -7.06], [-3.01, 1.64, -4.97], [-4.11, 3.38, -3.65], [-3.60, 3.60, -1.21], [-1.96, 2.00, -0.22], [1.48, 0.80, -0.01], [0.64, -0.47, 1.70], [-0.86, -1.75, 0.76], [2.07, -1.36, 2.28], [2.09, -2.75, 2.21], [3.19, -3.44, 2.71], [4.25, -2.74, 3.25], [4.24, -1.35, 3.31], [3.15, -0.65, 2.82], [-0.04, 0.71, 2.85], [-1.29, 0.46, 3.41], [-1.79, 1.33, 4.36], [-1.06, 2.45, 4.74], [0.17, 2.71, 4.16], [0.70, 1.85, 3.22], [1.26, -3.30, 1.78], [3.21, -4.52, 2.67], [5.11, -3.27, 3.63], [5.07, -0.81, 3.73], [3.14, 0.43, 2.88], [-1.86, -0.41, 3.12], [-2.76, 1.13, 4.81], [-1.47, 3.13, 5.48], [0.73, 3.59, 4.45], [1.66, 2.07, 2.77]]}